60
Properties=species:S:1:pos:R:3:mulliken_charge:R:1 method="wB97M-V/def2-TZVPD" charge=-1 e_tot_ev=-314036.5283 e_above_lowest_kj_mol=0.0 homo_ev="-4.348 / -4.348"
Rh 0.052 0.402 0.310 0.213
C 0.804 -2.336 1.985 -1.196
N 1.117 -0.961 1.630 0.829
C 2.256 -0.491 1.971 0.205
C 2.651 0.782 1.512 -0.254
C 3.811 1.532 1.675 -0.812
C 3.631 2.682 0.883 -0.713
C 2.368 2.559 0.270 -0.450
N 1.779 1.422 0.669 -0.068
C 0.209 -2.500 3.379 0.791
C -0.352 -1.420 4.063 0.040
C -0.895 -1.600 5.341 -0.541
C -0.866 -2.852 5.949 -0.449
C -0.311 -3.931 5.264 -0.582
C 0.212 -3.754 3.990 -0.314
H 1.684 -2.968 1.895 0.576
H 0.092 -2.704 1.255 -0.838
H 2.947 -1.085 2.567 0.353
H 4.671 1.268 2.292 0.408
H 4.326 3.501 0.746 0.393
H 1.875 3.223 -0.426 0.444
H -0.355 -0.440 3.600 0.285
H -1.337 -0.754 5.857 0.392
H -1.268 -2.987 6.949 0.384
H -0.281 -4.914 5.730 0.358
H 0.633 -4.604 3.456 0.398
Se -2.734 -0.530 -3.523 -0.627
Sb -0.596 0.465 -2.995 0.800
Se -0.838 2.131 -1.085 -0.415
Se 0.604 -1.175 -1.434 -0.359
Se 0.832 1.293 -4.729 -0.649
C -3.482 -4.315 -2.714 -0.896
C -2.031 -4.282 -2.217 -0.851
C -1.909 -3.940 -0.743 -0.367
N -2.373 -2.527 -0.487 1.633
C -2.370 -1.960 0.663 -0.582
S -2.148 -0.279 0.852 -0.267
N -2.623 -2.729 1.781 0.373
C -3.363 -3.922 1.984 0.343
O -3.175 -4.547 2.968 -0.562
C -4.430 -4.320 0.998 0.004
C -4.733 -5.666 0.887 -0.344
C -5.733 -6.083 0.018 -0.566
C -6.449 -5.140 -0.718 -0.391
C -6.170 -3.787 -0.572 -0.748
C -5.154 -3.376 0.287 0.068
H -3.518 -4.524 -3.788 0.425
H -3.969 -3.344 -2.565 0.150
H -4.069 -5.081 -2.188 0.140
H -1.460 -3.551 -2.796 0.289
H -1.565 -5.262 -2.359 0.440
H -0.880 -4.015 -0.425 0.204
H -2.499 -4.647 -0.171 0.323
H -2.271 -1.868 -1.289 -0.490
H -2.241 -2.357 2.636 0.110
H -4.171 -6.380 1.484 0.436
H -5.953 -7.139 -0.087 0.374
H -7.228 -5.461 -1.401 0.377
H -6.735 -3.046 -1.132 0.409
H -4.947 -2.315 0.407 0.361

---

55
Properties=species:S:1:pos:R:3:mulliken_charge:R:1 method="wB97M-V/def2-TZVPD" e_tot_ev=-35802.7045 e_above_lowest_kj_mol=206.4 smiles="Cc1ncc(CN2CCC(C(=O)Nc3ccc(Oc4cccnc4)cc3)CC2)cn1" homo_ev=-8.015
C -2.667 2.485 0.939 -1.072
C -2.547 1.258 0.102 0.640
N -2.118 1.399 -1.146 -0.592
C -1.994 0.309 -1.881 -0.478
C -2.266 -0.964 -1.389 1.168
C -2.752 -0.987 -0.085 -0.614
N -2.900 0.099 0.647 -0.489
H -3.051 -1.917 0.387 0.441
C -2.048 -2.226 -2.177 -1.389
N -0.642 -2.604 -2.147 0.242
C 0.161 -1.823 -3.086 -0.876
C 1.520 -2.473 -3.361 -1.275
H 1.437 -3.182 -4.187 0.412
H 2.233 -1.703 -3.657 0.485
C 2.040 -3.223 -2.130 0.416
C 2.348 -2.199 -1.032 0.044
O 3.467 -1.753 -0.891 -0.703
N 1.270 -1.853 -0.288 0.313
C 1.166 -0.854 0.682 0.141
C 2.095 0.173 0.819 -0.593
C 1.887 1.175 1.747 -0.365
C 0.749 1.164 2.546 0.204
C -0.158 0.117 2.444 -0.754
C 0.054 -0.883 1.520 -0.296
H -0.654 -1.694 1.437 0.533
H -1.026 0.100 3.084 0.415
O 0.514 2.122 3.511 -0.510
C 0.690 3.440 3.216 0.724
C 0.871 4.320 4.283 -0.617
C 0.991 5.670 4.017 -0.325
C 0.920 6.095 2.698 -0.468
N 0.736 5.267 1.685 -0.641
C 0.624 3.976 1.929 -0.351
H 0.466 3.342 1.066 0.666
H 1.008 7.141 2.437 0.370
H 1.136 6.378 4.819 0.387
H 0.910 3.929 5.289 0.433
H 2.607 1.973 1.849 0.491
H 2.977 0.180 0.200 0.524
H 0.385 -2.272 -0.578 0.026
C 1.036 -4.324 -1.746 -1.180
C -0.374 -4.025 -2.280 -0.766
H -0.468 -4.361 -3.325 0.433
H -1.108 -4.581 -1.691 0.485
H 1.006 -4.434 -0.661 0.373
H 1.365 -5.278 -2.160 0.366
H 3.004 -3.673 -2.383 0.542
H -0.373 -1.697 -4.043 0.534
H 0.307 -0.829 -2.651 0.339
H -2.409 -2.087 -3.212 0.398
H -2.631 -3.029 -1.718 0.428
H -1.678 0.470 -2.904 0.535
H -2.247 3.336 0.412 0.302
H -3.716 2.674 1.160 0.368
H -2.151 2.336 1.885 0.176